64
Properties=species:S:1:pos:R:3:forces:R:3:nbo_charge:R:1 method="wB97M-V/def2-TZVPD" homo_ev=-2.442 total_energy_ha=-1915.6378 total_charge=-1 lumo_ha=0.0989 de_lowest_ev=2.410 mol_weight_g_mol=611.9
Cd -0.06277 -0.81411 -0.52436 -0.32 0.20 -0.27 1.238
C 1.26914 3.02684 0.82320 -0.18 0.39 -0.35 -0.254
N 0.22834 3.10854 -0.17554 -0.12 -0.74 0.33 -0.636
C -1.15035 3.36479 0.15902 0.36 0.20 -0.12 -0.248
C -2.13782 2.24146 0.34227 -0.15 -0.04 0.09 0.397
N -1.92200 1.00923 0.67441 0.54 -0.12 -0.15 -0.483
C -3.16603 0.42042 0.81341 -0.35 0.21 0.10 0.077
C -3.49642 -0.86929 1.21457 0.00 -0.03 -0.10 -0.182
C -4.84011 -1.16727 1.35536 0.04 -0.08 0.01 -0.244
C -5.83456 -0.22294 1.08125 -0.07 0.10 -0.09 -0.220
C -5.52123 1.05734 0.65362 -0.06 0.06 -0.02 -0.280
C -4.17193 1.36783 0.54589 0.15 -0.35 0.10 0.155
N -3.48598 2.52288 0.23879 0.14 0.10 -0.04 -0.568
C 1.67761 1.75675 1.53694 0.05 -0.21 0.05 0.414
N 1.15519 0.56601 1.53823 -0.34 0.33 -0.59 -0.520
C 1.94764 -0.19953 2.36815 0.23 -0.17 0.26 0.148
C 1.81050 -1.53702 2.72955 -0.02 -0.07 -0.04 -0.242
C 2.75356 -2.06030 3.60185 -0.08 -0.10 -0.08 -0.256
C 3.80951 -1.28533 4.09224 0.13 0.14 -0.02 -0.232
C 3.95728 0.04582 3.73300 0.09 0.03 0.05 -0.254
C 3.00344 0.57726 2.87683 -0.23 -0.37 -0.04 0.100
N 2.79700 1.82341 2.34386 -0.11 0.29 -0.11 -0.546
H 2.18076 3.36113 0.31113 0.06 0.03 0.18 0.221
H 1.04595 3.76869 1.60032 0.09 0.00 0.01 0.193
H 0.34980 2.42165 -0.92317 0.12 -0.01 -0.08 0.435
H -1.17228 3.97851 1.06904 -0.09 -0.01 -0.05 0.198
H -1.56263 3.98153 -0.65156 -0.05 0.10 0.11 0.195
H -2.72013 -1.60596 1.37769 0.07 0.00 0.10 0.260
H -5.13429 -2.15811 1.67742 0.02 -0.01 -0.02 0.208
H -6.87511 -0.49953 1.19851 0.00 -0.01 -0.03 0.201
H -6.29494 1.77664 0.41312 0.00 0.01 0.07 0.203
H -3.88201 3.39116 -0.07091 0.02 0.03 0.00 0.407
H 0.99802 -2.13156 2.31655 -0.04 0.00 -0.04 0.281
H 2.67796 -3.09649 3.91034 -0.04 0.01 0.00 0.207
H 4.53034 -1.73252 4.76574 0.01 0.00 0.00 0.203
H 4.78753 0.63733 4.09809 -0.01 0.01 0.04 0.207
H 3.43259 2.59860 2.39116 0.00 0.03 -0.05 0.412
O -2.74468 -2.38334 -4.99867 -0.33 0.15 -0.17 -0.706
C -1.93417 -1.56901 -4.27662 -0.07 -0.39 0.46 0.756
O -0.82104 -1.88169 -3.98650 0.36 0.05 -0.14 -0.557
C -2.65383 -0.31333 -3.83671 -0.07 0.42 0.23 -0.174
O -1.82713 0.57161 -3.14115 -0.22 -0.26 -0.07 -0.522
C -0.89136 1.20049 -3.99471 0.78 -0.05 0.25 -0.191
C 0.42382 1.62483 -3.25778 -0.60 0.07 -0.35 0.769
O 1.07805 2.46615 -3.87755 0.12 -0.02 0.03 -0.721
O 0.68884 1.10352 -2.13633 -0.24 -0.32 0.44 -0.836
H -2.24467 -3.19476 -5.15955 0.09 0.00 0.04 0.491
H -3.09961 0.15165 -4.72597 -0.08 0.00 0.00 0.181
H -3.46435 -0.58999 -3.15582 0.05 -0.17 -0.13 0.225
H -0.58580 0.50210 -4.78120 0.07 0.12 -0.04 0.179
H -1.32430 2.08940 -4.46397 -0.02 0.00 0.05 0.173
C -0.69358 -2.80027 0.04052 0.21 0.29 0.27 -1.547
H -1.79494 -2.77518 -0.05206 0.14 0.05 -0.13 0.138
H -0.34367 -3.49519 -0.73775 0.04 0.08 -0.07 0.147
N 3.87430 -3.19472 0.32059 0.08 0.08 0.11 -0.858
C 4.78388 -2.05479 0.26258 -0.14 0.08 -0.06 -0.347
C 4.03130 -0.80058 -0.21094 0.40 -0.33 0.26 0.789
O 4.48756 0.30714 -0.10192 -0.11 -0.02 -0.02 -0.604
O 2.86158 -1.07257 -0.76808 -0.27 0.14 -0.10 -0.675
H 4.36874 -4.07492 0.35390 -0.02 0.00 -0.08 0.369
H 2.71160 -2.04083 -0.67920 0.05 0.04 -0.09 0.522
H 3.29473 -3.13291 1.14986 -0.07 -0.06 0.07 0.386
H 5.54796 -2.25069 -0.49305 0.02 0.02 0.03 0.213
H 5.28918 -1.81596 1.20209 -0.05 0.08 -0.01 0.205



58
Properties=species:S:1:pos:R:3:forces:R:3:nbo_charge:R:1 method="wB97M-V/def2-TZVPD" homo_ev=-3.982 total_energy_ha=-1505.5191 total_charge=-1 lumo_ha=0.0542 de_lowest_ev=0.000 mol_weight_g_mol=468.5
C -4.89531 -4.96690 0.40623 -0.21 -0.08 -0.15 -0.224
C -4.73026 -3.62915 0.10760 -0.26 -0.04 -0.14 -0.213
C -3.74925 -2.89660 0.73491 0.38 0.14 0.30 -0.221
C -2.90389 -3.49616 1.66612 -0.10 -0.18 -0.19 0.043
C -1.85516 -2.71282 2.33768 -0.35 0.97 0.48 -0.174
C -2.14194 -1.50201 2.88214 0.03 -0.95 -0.36 -0.120
C -1.15306 -0.70831 3.54767 -0.23 1.47 0.77 -0.045
C -1.48238 0.48601 4.14661 0.20 -1.27 -0.56 -0.030
C -0.53593 1.37244 4.81686 0.41 0.32 0.24 -0.113
C 0.67567 1.74670 4.21846 -0.56 -0.30 -0.08 -0.121
C 1.57073 2.55162 4.88270 0.18 0.12 0.09 -0.233
C 1.29287 2.99140 6.16247 0.14 0.10 0.09 -0.208
C 0.10322 2.63856 6.76988 0.08 0.13 0.20 -0.219
C -0.80949 1.85531 6.10343 -0.16 -0.38 -0.57 -0.172
C 0.17218 -1.24083 3.63274 0.55 -0.91 -0.37 -0.145
C 0.51934 -2.44149 3.10696 -0.18 0.99 0.37 -0.174
C 1.91358 -2.90705 3.19025 0.13 -0.15 0.00 0.050
C 2.94799 -2.04096 2.84382 -0.47 -0.03 0.02 -0.223
C 4.25969 -2.44265 2.93103 0.30 0.07 0.04 -0.215
C 4.56641 -3.71104 3.37890 0.27 -0.03 0.03 -0.225
C 3.55297 -4.58232 3.72517 0.05 -0.14 0.09 -0.205
C 2.23649 -4.19125 3.62378 -0.31 0.16 -0.11 -0.207
C -0.49081 -3.25357 2.42140 0.01 -0.14 -0.11 0.556
O -0.20409 -4.33503 1.93602 0.12 -0.45 -0.15 -0.593
C -3.07776 -4.84811 1.95133 0.26 0.21 0.13 -0.208
C -4.07079 -5.57245 1.33294 -0.08 -0.17 0.05 -0.209
H -5.66607 -5.53751 -0.08506 -0.15 -0.11 -0.10 0.202
H -5.36896 -3.15331 -0.61739 -0.12 0.09 -0.14 0.210
H -3.61313 -1.85438 0.50086 0.05 0.24 -0.09 0.229
H -3.15041 -1.13343 2.83435 -0.28 0.23 -0.04 0.221
H -2.52318 0.76458 4.16463 -0.20 0.21 -0.13 0.234
H 0.89354 1.40388 3.22125 -0.04 0.02 -0.24 0.217
H 2.49248 2.83747 4.40350 0.15 0.04 -0.10 0.211
H 2.00429 3.60830 6.68648 0.11 0.13 0.09 0.206
H -0.10721 2.97292 7.77229 -0.07 0.08 0.17 0.207
H -1.72968 1.56671 6.58216 -0.24 0.00 0.10 0.209
H 0.91615 -0.68776 4.17388 0.19 0.15 0.15 0.217
H 2.70272 -1.05448 2.48885 -0.04 0.21 -0.11 0.215
H 5.04498 -1.76047 2.65320 0.18 0.13 -0.06 0.207
H 5.59615 -4.01652 3.46291 0.19 -0.08 -0.01 0.203
H 3.79167 -5.56949 4.08326 0.04 -0.22 0.04 0.203
H 1.44197 -4.87454 3.87217 -0.10 -0.11 0.04 0.221
H -2.41765 -5.31924 2.65984 0.08 -0.10 0.09 0.218
H -4.20420 -6.61326 1.57614 -0.01 -0.22 0.03 0.202
N -3.74598 4.91787 -2.00255 -0.60 1.09 -1.17 -0.808
C -3.03791 3.95368 -1.37600 0.32 -0.75 1.25 0.396
N -2.13155 3.20303 -2.02796 -1.19 1.37 -0.32 -0.569
C -1.52888 2.26579 -1.31690 0.71 -1.05 0.65 0.223
N -1.65648 1.92225 -0.04772 0.53 -0.52 -0.12 -0.515
C -2.54227 2.66886 0.62449 -0.66 0.80 -0.12 0.286
C -3.25379 3.70763 -0.00374 0.31 -0.23 -0.28 -0.068
N -4.06290 4.28314 0.91022 -1.46 1.48 0.21 -0.577
C -3.84011 3.60383 2.03446 0.23 0.15 -1.16 0.161
N -2.94025 2.62958 1.91841 0.98 -1.52 0.94 -0.597
H -4.42164 5.50067 -1.53002 0.35 -0.49 0.38 0.401
H -3.60247 5.15368 -2.97236 0.28 -0.39 0.20 0.381
H -0.81252 1.67710 -1.87350 0.17 -0.13 -0.14 0.145
H -4.35464 3.81333 2.96732 0.07 0.04 -0.13 0.156



6
Properties=species:S:1:pos:R:3:forces:R:3:mulliken_charge:R:1 method="wB97M-V/def2-TZVPD" s_squared=15.77 homo_ev="-19.417 / -19.467" spin_multiplicity=8 total_energy_ha=-1075.4356 total_charge=+2 lumo_ha="-0.4522 / -0.4504" mol_weight_g_mol=219.0
H 1.24404 1.03811 -0.53514 -1.54 0.60 0.60 0.423
O 1.75371 -0.69627 -0.10426 -4.41 2.22 1.15 -0.279
C 0.77062 0.15280 -0.00455 9.84 -2.42 -2.57 -0.028
C -0.54324 -0.00107 0.24017 -2.86 0.61 5.61 -0.209
F -0.85646 0.16293 1.58357 0.62 -0.46 -3.70 -0.078
Tb -2.36868 -0.65650 -1.17978 -1.65 -0.54 -1.09 2.171